No. 1
Molecular formula: C22H25N5O3S
Method: DFT, ωB97M-V/def2-TZVPD

Output
SMILES string: CCOc1cc(/C=N/NC(=O)CSc2nncn2C)ccc1OCc1cccc(C)c1
Molecular weight, g/mol: 439.541
Orbital gap, eV: 7.97
Energy relative to the best compared isomer or geometry (same formula, charge and spin), kJ/mol: 273.59
Spin multiplicity: 1

Structure (XYZ):
```
56
C22H25N5O3S | the Open Molecules 2025 dataset | ωB97M-V/def2-TZVPD
S -4.965 -2.021 -3.578
O 3.033 0.875 0.301
O -1.650 -0.828 -4.096
O 3.396 -0.311 2.897
N -4.125 -3.768 -1.642
N -6.166 -3.020 -1.353
N -0.872 -1.753 -1.607
N -4.616 -4.323 -0.522
N -1.861 -2.285 -2.352
C -5.823 -3.880 -0.353
C -7.388 -2.299 -1.559
C 0.402 -1.726 0.389
C 1.935 2.122 3.227
C -5.052 -2.985 -2.139
C 3.259 0.962 -2.137
C 2.220 -0.143 0.714
C -0.649 -2.244 -0.454
C 2.712 1.606 -0.866
C -2.187 -1.769 -3.563
C 1.660 -1.758 2.423
C 1.629 4.401 2.541
C 0.653 -2.278 1.642
C 3.441 5.682 1.378
C 1.143 3.254 3.138
C 3.219 2.133 2.705
C 2.451 -0.692 1.995
C 1.194 -0.664 -0.054
C 4.098 0.909 2.769
C 2.921 4.434 2.026
C -3.338 -2.532 -4.222
C 3.703 3.294 2.114
H 4.764 0.884 1.899
H 4.714 0.947 3.676
H 3.401 6.517 2.077
H 4.470 5.553 1.051
H 2.831 5.943 0.514
H 1.006 5.281 2.471
H 4.335 0.830 -2.051
H -2.432 -3.056 -1.967
H 1.868 -2.162 3.402
H -3.366 -2.281 -5.282
H 3.189 2.580 -0.710
H 4.706 3.299 1.710
H 0.059 -3.105 2.002
H -6.470 -4.145 0.456
H -7.203 -1.224 -1.501
H -8.105 -2.588 -0.793
H 3.048 1.603 -2.988
H -1.245 -3.077 -0.060
H -7.791 -2.527 -2.547
H 2.805 -0.010 -2.310
H 1.551 1.229 3.698
H 0.140 3.238 3.539
H 0.972 -0.276 -1.033
H -3.256 -3.608 -4.077
H 1.630 1.761 -0.938
```

Partial atomic charges computed with the natural (NBO) method, in multiples of e: number 1, S, carries 0.29; number 2, O, carries -0.53; number 3, O, carries -0.58; number 4, O, carries -0.49; number 5, N, carries -0.37; number 6, N, carries -0.36; number 7, N, carries -0.23; number 8, N, carries -0.27; number 9, N, carries -0.48; number 10, C, carries 0.15; number 11, C, carries -0.41; number 12, C, carries -0.11; number 13, C, carries -0.23; number 14, C, carries 0.18; number 15, C, carries -0.63; number 16, C, carries 0.31; number 17, C, carries 0.07; number 18, C, carries -0.06; number 19, C, carries 0.65; number 20, C, carries -0.25; number 21, C, carries -0.26; number 22, C, carries -0.19; number 23, C, carries -0.65; number 24, C, carries -0.19; number 25, C, carries -0.02; number 26, C, carries 0.26; number 27, C, carries -0.27; number 28, C, carries -0.08; number 29, C, carries 0.08; number 30, C, carries -0.61; number 31, C, carries -0.25; number 32, H, carries 0.20; number 33, H, carries 0.20; number 34, H, carries 0.22; number 35, H, carries 0.21; number 36, H, carries 0.22; number 37, H, carries 0.21; number 38, H, carries 0.21; number 39, H, carries 0.41; number 40, H, carries 0.22; number 41, H, carries 0.26; number 42, H, carries 0.19; number 43, H, carries 0.20; number 44, H, carries 0.21; number 45, H, carries 0.21; number 46, H, carries 0.22; number 47, H, carries 0.22; number 48, H, carries 0.22; number 49, H, carries 0.16; number 50, H, carries 0.22; number 51, H, carries 0.22; number 52, H, carries 0.22; number 53, H, carries 0.21; number 54, H, carries 0.24; number 55, H, carries 0.25; number 56, H, carries 0.18

No. 2
Molecular formula: C22H25N7OS2
Method: DFT, ωB97M-V/def2-TZVPD

Output
SMILES string: COc1ccc(Nc2nc(N)nc(CSC(=S)N3CCN(c4ccccc4)CC3)n2)cc1
Molecular weight, g/mol: 467.624
Orbital gap, eV: 8.18
Energy relative to the best compared isomer or geometry (same formula, charge and spin), kJ/mol: 9.80
Spin multiplicity: 1

Structure (XYZ):
```
57
C22H25N7OS2 | the Open Molecules 2025 dataset | ωB97M-V/def2-TZVPD
S 0.156 0.674 -3.718
S -2.152 -0.773 -2.521
O -0.992 0.421 4.339
N -2.498 2.829 -4.047
N 1.674 -1.407 0.648
N 0.379 -1.192 -1.879
N -1.714 4.287 -2.356
N -2.157 5.053 -4.470
N -2.152 2.019 -1.867
N -1.364 3.510 -0.258
C -1.854 0.664 2.063
C 0.257 -1.658 0.516
C 4.226 -4.438 2.044
C 3.001 -4.201 2.645
C 4.602 -3.659 0.965
C -2.112 4.031 -3.598
C 2.522 -2.429 1.066
C 2.100 -0.448 -0.344
C -0.077 -2.155 -0.905
C 2.166 -3.211 2.171
C -1.139 1.108 3.169
C 1.799 -0.935 -1.770
C -1.589 -0.846 4.450
C -2.459 1.870 -3.143
C -2.828 0.497 -3.610
C -1.932 1.439 0.917
C -0.598 3.127 1.974
C -0.415 -0.448 -2.656
C -1.766 3.247 -1.520
C -0.512 2.354 3.110
C -1.303 2.677 0.856
C 3.766 -2.671 0.478
H 3.160 -0.228 -0.224
H 1.537 0.476 -0.168
H -1.335 -1.206 5.446
H 0.035 2.695 3.974
H -2.369 -0.283 2.077
H 5.556 -3.825 0.485
H 0.446 -3.102 -1.087
H 4.097 -2.095 -0.372
H -0.071 -2.406 1.234
H 4.879 -5.213 2.415
H -3.910 0.362 -3.572
H -1.016 4.452 -0.137
H -1.194 -1.543 3.702
H 2.337 -1.866 -1.976
H -2.475 0.342 -4.629
H -0.280 -0.722 0.702
H -2.300 4.832 -5.439
H -1.726 5.921 -4.209
H -1.149 -2.316 -1.008
H -0.112 4.092 1.947
H -2.479 1.081 0.062
H -2.678 -0.790 4.353
H 2.083 -0.182 -2.506
H 2.696 -4.787 3.500
H 1.233 -3.027 2.682
```

Partial atomic charges computed with the natural (NBO) method, in multiples of e: number 1, S, carries -0.19; number 2, S, carries 0.27; number 3, O, carries -0.49; number 4, N, carries -0.57; number 5, N, carries -0.46; number 6, N, carries -0.43; number 7, N, carries -0.59; number 8, N, carries -0.78; number 9, N, carries -0.61; number 10, N, carries -0.58; number 11, C, carries -0.29; number 12, C, carries -0.23; number 13, C, carries -0.26; number 14, C, carries -0.19; number 15, C, carries -0.17; number 16, C, carries 0.60; number 17, C, carries 0.26; number 18, C, carries -0.22; number 19, C, carries -0.24; number 20, C, carries -0.28; number 21, C, carries 0.27; number 22, C, carries -0.25; number 23, C, carries -0.25; number 24, C, carries 0.51; number 25, C, carries -0.58; number 26, C, carries -0.26; number 27, C, carries -0.25; number 28, C, carries -0.03; number 29, C, carries 0.61; number 30, C, carries -0.23; number 31, C, carries 0.20; number 32, C, carries -0.31; number 33, H, carries 0.22; number 34, H, carries 0.21; number 35, H, carries 0.20; number 36, H, carries 0.23; number 37, H, carries 0.22; number 38, H, carries 0.21; number 39, H, carries 0.21; number 40, H, carries 0.21; number 41, H, carries 0.21; number 42, H, carries 0.21; number 43, H, carries 0.25; number 44, H, carries 0.41; number 45, H, carries 0.17; number 46, H, carries 0.20; number 47, H, carries 0.27; number 48, H, carries 0.22; number 49, H, carries 0.41; number 50, H, carries 0.40; number 51, H, carries 0.23; number 52, H, carries 0.21; number 53, H, carries 0.26; number 54, H, carries 0.18; number 55, H, carries 0.26; number 56, H, carries 0.21; number 57, H, carries 0.21

No. 3
Molecular formula: C22H25N8SV
Method: DFT, ωB97M-V/def2-TZVPD

Output
Molecular weight, g/mol: 484.509
Orbital gap (alpha / beta), eV: 6.35 / 6.34
Energy relative to the best compared isomer or geometry (same formula, charge and spin), kJ/mol: 0.00
⟨S²⟩: 2.047
Spin multiplicity: 3
Total charge: +2

Structure (XYZ):
```
57
C22H25N8SV | the Open Molecules 2025 dataset | ωB97M-V/def2-TZVPD
V 0.105 1.114 1.068
S -0.410 -0.697 -0.165
N 1.337 0.433 2.543
N -3.550 -2.546 1.109
N -2.428 -2.196 0.643
N -1.702 1.007 1.740
N 1.852 1.119 3.590
N 0.337 2.622 -0.181
N 0.663 4.496 -1.717
N -2.416 -0.058 1.549
C 2.771 0.397 4.240
C -1.900 -0.954 0.724
C -5.275 -2.260 2.767
C -3.101 3.980 4.335
C -4.672 -1.800 1.606
C -5.206 -0.752 0.864
C -0.780 6.474 -1.965
C -2.230 1.985 2.618
C 0.894 4.238 -3.173
C -6.421 -1.622 3.223
C 0.332 5.409 -3.972
C -1.825 4.050 3.794
C 0.475 5.908 -1.303
C 0.492 3.526 -0.904
C -1.392 3.052 2.938
C -3.934 2.916 4.013
C 2.888 -0.814 3.587
C -6.357 -0.140 1.322
C -0.990 5.875 -3.369
C -6.958 -0.566 2.504
C -3.512 1.915 3.154
C 1.978 -0.748 2.540
H 3.268 0.784 5.114
H 1.741 -1.483 1.788
H -4.160 1.089 2.898
H -6.897 -1.963 4.132
H -1.673 5.024 -3.311
H 1.471 2.011 3.865
H 0.201 5.078 -5.002
H 0.378 3.311 -3.423
H -6.799 0.664 0.750
H -1.465 6.607 -4.019
H 3.536 -1.633 3.842
H -1.175 4.879 4.038
H -3.699 -3.549 1.044
H 1.375 6.436 -1.617
H 0.430 5.945 -0.216
H -3.447 4.754 5.006
H -4.743 -0.436 -0.061
H -7.860 -0.082 2.851
H 1.964 4.104 -3.331
H -0.392 3.129 2.501
H 1.051 6.230 -4.001
H -4.929 2.867 4.435
H -1.651 6.280 -1.339
H -0.663 7.557 -2.021
H -4.856 -3.097 3.310
```

Partial atomic charges computed with the natural (NBO) method, in multiples of e: number 1, V, carries 1.25; number 2, S, carries -0.03; number 3, N, carries -0.43; number 4, N, carries -0.21; number 5, N, carries -0.04; number 6, N, carries -0.38; number 7, N, carries -0.31; number 8, N, carries -0.65; number 9, N, carries -0.43; number 10, N, carries -0.16; number 11, C, carries 0.05; number 12, C, carries 0.04; number 13, C, carries -0.22; number 14, C, carries -0.19; number 15, C, carries 0.13; number 16, C, carries -0.22; number 17, C, carries -0.42; number 18, C, carries 0.17; number 19, C, carries -0.20; number 20, C, carries -0.19; number 21, C, carries -0.42; number 22, C, carries -0.18; number 23, C, carries -0.20; number 24, C, carries 0.73; number 25, C, carries -0.28; number 26, C, carries -0.17; number 27, C, carries -0.31; number 28, C, carries -0.20; number 29, C, carries -0.41; number 30, C, carries -0.17; number 31, C, carries -0.22; number 32, C, carries 0.04; number 33, H, carries 0.26; number 34, H, carries 0.25; number 35, H, carries 0.24; number 36, H, carries 0.24; number 37, H, carries 0.20; number 38, H, carries 0.43; number 39, H, carries 0.25; number 40, H, carries 0.22; number 41, H, carries 0.24; number 42, H, carries 0.25; number 43, H, carries 0.27; number 44, H, carries 0.23; number 45, H, carries 0.42; number 46, H, carries 0.22; number 47, H, carries 0.22; number 48, H, carries 0.24; number 49, H, carries 0.23; number 50, H, carries 0.24; number 51, H, carries 0.23; number 52, H, carries 0.17; number 53, H, carries 0.22; number 54, H, carries 0.24; number 55, H, carries 0.22; number 56, H, carries 0.24; number 57, H, carries 0.24